Here is a molecular structure, C36H64AsF6O28 in a non-equilibrium geometry from the OMol25 dataset. Energies are from wB97M-V/def2-TZVPD.

Calculated values
**Net charge**: -1

Geometry as XYZ:
```
135
C36H64AsF6O28 (wB97M-V/def2-TZVPD)
As 15.35874 21.48701 7.42725
F 13.85513 21.70236 6.47542
F 16.32112 22.43020 6.25720
F 16.91295 21.17613 8.34777
F 14.40176 20.60157 8.67556
F 15.63429 19.94469 6.54755
F 14.98978 22.99820 8.35188
C 11.93942 25.35042 2.90253
O 12.09732 26.57874 3.53812
H 11.74800 24.56287 3.63138
H 11.12846 25.36662 2.17439
H 12.81417 25.09001 2.30663
H 12.99547 26.54479 3.87543
C 17.15302 18.85222 12.92785
O 18.23757 18.02170 13.33398
H 17.37858 19.90606 12.76466
H 16.80342 18.40213 11.99870
H 16.30423 18.86317 13.61162
H 17.81455 17.20235 13.60100
C 16.85521 27.68636 4.02689
O 16.29875 26.78645 4.96584
H 17.94014 27.76799 4.09297
H 16.57254 27.32487 3.03819
H 16.37847 28.66619 4.05444
H 16.79659 25.96584 4.94683
C 21.02916 17.94832 8.27962
O 20.97501 19.32908 8.11847
H 22.06814 17.68276 8.47479
H 20.42455 17.66057 9.13970
H 20.69065 17.41192 7.39317
H 20.08507 19.68905 8.12406
C 12.46323 21.79673 15.75338
C 11.66385 22.41119 14.55377
C 12.03711 22.08367 13.10709
O 10.78987 21.70877 12.54578
C 9.86998 21.75244 13.43493
O 8.69843 21.65108 13.11706
O 10.32456 21.98020 14.65674
H 12.35355 20.71251 15.77605
H 12.08342 22.17586 16.70212
H 13.50710 22.09263 15.64915
H 11.74251 23.48949 14.69229
H 12.75945 21.28176 13.25959
H 12.41213 22.95258 12.56632
C 11.10005 28.94653 8.85187
C 12.00736 28.10135 9.87615
C 13.42838 28.27075 9.49622
O 14.04818 28.56392 10.73396
C 13.10216 28.67467 11.73151
O 13.35763 28.99928 12.93115
O 11.89672 28.58970 11.19705
H 11.43147 29.98403 8.80893
H 10.05684 28.90140 9.16459
H 11.26697 28.43400 7.90448
H 11.81057 27.04268 9.70708
H 13.55710 29.06624 8.76225
H 13.86960 27.37654 9.05597
C 12.37558 20.31245 0.94632
C 11.23159 20.20111 -0.08827
C 10.05254 19.36971 0.35984
O 8.99100 20.33024 0.40584
C 9.37257 21.49263 -0.11405
O 8.58500 22.38337 -0.34759
O 10.71935 21.46042 -0.25579
H 11.92521 20.39059 1.93584
H 13.05605 21.13009 0.70855
H 12.90986 19.36415 1.00447
H 11.61153 19.77631 -1.01740
H 10.14686 18.88957 1.33384
H 9.84177 18.55421 -0.33201
C 8.64214 16.70186 11.05240
C 9.71418 15.93141 11.79832
C 11.13262 16.50034 11.81942
O 11.46456 16.51567 13.17055
C 10.41388 16.36464 13.88626
O 10.33060 16.39905 15.12423
O 9.40933 15.96072 13.14331
H 8.95367 16.75884 10.00942
H 8.41397 17.66824 11.50203
H 7.78648 16.03001 10.98481
H 9.69915 14.87989 11.51163
H 11.10205 17.54120 11.49729
H 11.88187 15.99118 11.21323
C 20.63403 21.44131 2.29318
C 20.60258 20.00191 2.85789
C 19.40517 19.15369 2.42329
O 20.00781 17.86717 2.17806
C 21.31450 17.99032 2.05692
O 22.06445 17.09484 1.72331
O 21.68066 19.24388 2.43455
H 19.79573 21.99609 2.71459
H 20.56551 21.50264 1.20707
H 21.55249 21.98816 2.50642
H 20.58922 20.08330 3.94477
H 19.01981 19.60919 1.51110
H 18.62413 19.05557 3.17726
C 19.65375 28.99855 9.77727
C 20.45399 27.68240 9.55699
C 19.58767 26.42682 9.32822
O 19.97912 25.95416 8.01881
C 20.90991 26.73690 7.51303
O 21.45477 26.51844 6.45574
O 21.12243 27.81157 8.34294
H 20.26346 29.84184 9.45293
H 19.25082 29.18404 10.77292
H 18.82057 28.93075 9.07778
H 21.12687 27.43499 10.37803
H 18.51617 26.62258 9.36912
H 19.87861 25.63967 10.02381
C 15.02179 14.69746 5.62861
C 13.83422 15.20399 6.44192
C 12.85348 16.03704 5.63619
O 11.66698 15.23196 5.64569
C 11.81323 14.24349 6.59552
O 10.90231 13.57904 7.07980
O 13.05856 14.13096 6.85998
H 15.75064 14.11746 6.19470
H 15.52992 15.58323 5.24740
H 14.70256 14.17460 4.72704
H 14.20243 15.78092 7.29026
H 13.07291 16.23826 4.58764
H 12.67295 17.00957 6.09413
C 8.38520 23.75824 6.58254
C 8.10780 22.69359 5.51369
C 8.64396 21.23729 5.78846
O 7.53612 20.41635 5.53583
C 6.51172 21.11890 5.11921
O 5.47082 20.70813 4.59029
O 6.73835 22.41323 5.37539
H 8.17325 23.33157 7.56292
H 7.85035 24.70275 6.48287
H 9.43920 24.02427 6.50255
H 8.47690 23.03734 4.54741
H 9.10077 21.10707 6.76951
H 9.46508 21.12274 5.08083
```

Mulliken atomic charge list, values in e, 99 entries:
1. As 2.1382
2. F -0.5170
3. F -0.5093
4. F -0.5357
5. F -0.5335
6. F -0.5229
7. F -0.5290
8. C -0.5139
9. O -0.5083
10. H 0.2132
11. H 0.2464
12. H 0.2568
13. H 0.3082
14. C -0.5265
15. O -0.5070
16. H 0.2476
17. H 0.2618
18. H 0.2254
19. H 0.3003
20. C -0.5877
21. O -0.4674
22. H 0.2591
23. H 0.2533
24. H 0.2461
25. H 0.2991
26. C -0.4481
27. O -0.4955
28. H 0.2161
29. H 0.2071
30. H 0.2133
31. H 0.3080
32. C -1.4238
33. C 0.4954
34. C -0.3198
35. O -0.2636
36. C 0.6759
37. O -0.6251
38. O -0.3561
39. H 0.3564
40. H 0.3541
41. H 0.3916
42. H 0.1945
43. H 0.2496
44. H 0.2710
45. C -1.3286
46. C 0.4243
47. C -0.4073
48. O -0.3003
49. C 0.6338
50. O -0.6089
51. O -0.3398
52. H 0.3582
53. H 0.3481
54. H 0.3964
55. H 0.2559
56. H 0.2360
57. H 0.3321
58. C -1.2921
59. C 0.5780
60. C -0.4206
61. O -0.3565
62. C 0.7028
63. O -0.5591
64. O -0.3736
65. H 0.2912
66. H 0.3217
67. H 0.3637
68. H 0.2370
69. H 0.2537
70. H 0.2543
71. C -1.3136
72. C 0.3785
73. C -0.3447
74. O -0.3096
75. C 0.7300
76. O -0.6361
77. O -0.3409
78. H 0.3794
79. H 0.3333
80. H 0.3431
81. H 0.2472
82. H 0.2613
83. H 0.2735
84. C -1.4418
85. C 0.5400
86. C -0.3687
87. O -0.3322
88. C 0.6738
89. O -0.5739
90. O -0.3589
91. H 0.3805
92. H 0.3604
93. H 0.3536
94. H 0.2030
95. H 0.2637
96. H 0.3012
97. C -1.2767
98. C 0.5192
99. C -0.4629

Here is 2 unconnected molecules or ions with the total composition C6H13N in a non-equilibrium geometry from the OMol25 dataset. Energies are from wB97M-V/def2-TZVPD.

Calculated values
**Net charge**: 0

Geometry as XYZ:
```
20
C6H13N (wB97M-V/def2-TZVPD)
C 1.27661 -0.68198 0.15081
C 0.67199 0.63757 0.66283
C 1.02241 1.78604 -0.00389
C 0.63182 3.15511 0.15097
C 0.15462 -1.49911 -0.48432
N -1.08896 -1.58451 0.31091
C -2.30344 -1.88289 -0.41191
H 1.80706 -1.27562 0.91871
H 2.00880 -0.45195 -0.65149
H 1.09336 2.73658 1.86804
H 0.87820 0.62765 1.72573
H 1.80412 1.61924 -0.74755
H 1.06002 3.79834 -0.62400
H -0.34768 3.43248 0.52829
H -0.12813 -1.23546 -1.48596
H 0.48252 -2.54567 -0.54421
H -1.15177 -0.58980 0.55768
H -3.19941 -2.00084 0.20691
H -2.17734 -2.86878 -0.89305
H -2.49480 -1.17642 -1.23452
```

natural (NBO) atomic charges, in units of e:
1. C -0.4281
2. C -0.2967
3. C -0.1868
4. C -0.4226
5. C -0.2190
6. N -0.6204
7. C -0.4150
8. H 0.2110
9. H 0.2040
10. H 0.0584
11. H 0.2242
12. H 0.1916
13. H 0.2214
14. H 0.2319
15. H 0.1640
16. H 0.1831
17. H 0.3469
18. H 0.2049
19. H 0.1864
20. H 0.1610

Here is 8 unconnected molecules or ions with the total composition C23H65N3O11 in a non-equilibrium geometry from the OMol25 dataset. Energies are from wB97M-V/def2-TZVPD.

Calculated values
**Spin multiplicity**: 2
**Net charge**: +1

Geometry as XYZ:
```
102
C23H65N3O11 (wB97M-V/def2-TZVPD)
C 2.07667 0.86966 2.48162
O 2.98548 -0.01940 3.04164
C 3.54071 0.45389 4.27285
C 4.75446 -0.49067 4.60722
N 5.40210 0.10151 5.81850
C 6.69671 -0.48524 6.14212
C 7.50287 0.48137 7.08441
O 7.59563 1.81386 6.63457
C 8.07127 2.74227 7.60039
H 2.64528 1.78353 2.30947
H 1.26253 1.05172 3.18314
H 1.71795 0.56616 1.49810
H 2.73788 0.36532 5.00477
H 3.98903 1.44480 4.20061
H 5.40035 -0.46352 3.72962
H 4.44135 -1.52203 4.76962
H 5.63452 1.06728 5.63587
H 7.20906 -0.62088 5.18964
H 6.58579 -1.47155 6.59266
H 8.53332 0.13438 7.16102
H 7.05935 0.44164 8.07930
H 8.99750 2.32578 7.99629
H 7.26942 2.82046 8.33457
H 8.18350 3.72199 7.13601
C 1.91159 1.47593 -5.08312
O 2.75927 2.43946 -4.38883
C 2.41461 2.46087 -2.99522
C 1.09467 3.22944 -2.70170
N 0.87692 3.17703 -1.22860
C -0.44814 3.76524 -0.89711
C -0.62612 3.58582 0.58641
O 0.23990 4.46621 1.38630
C 0.33950 4.15631 2.74612
H 0.89738 1.84644 -5.23211
H 1.86830 0.49764 -4.60441
H 2.29787 1.31396 -6.08943
H 3.23335 2.99949 -2.51810
H 2.48631 1.44405 -2.60917
H 0.29735 2.83023 -3.32859
H 1.21860 4.27729 -2.97513
H 1.59212 3.77579 -0.84122
H -1.23292 3.32562 -1.51271
H -0.52532 4.82009 -1.16060
H -0.50190 2.54311 0.87866
H -1.67420 3.80547 0.78982
H 0.98097 4.93132 3.16560
H 0.82572 3.20340 2.95504
H -0.57205 4.23515 3.33855
C -3.43504 0.17368 1.54321
O -3.97492 -1.00855 0.98360
C -3.38779 -1.61633 -0.16058
C -4.10679 -2.90274 -0.47232
N -5.46136 -2.64884 -0.95060
C -6.22199 -3.87802 -1.13176
C -7.67443 -3.56563 -1.62143
O -8.40255 -4.78589 -1.84882
C -9.84042 -4.61959 -2.13375
H -3.96116 0.50388 2.43890
H -3.38328 0.95271 0.78260
H -2.45213 -0.14617 1.88915
H -2.33447 -1.85722 -0.01713
H -3.43445 -0.89586 -0.97719
H -3.91308 -3.56581 0.37084
H -3.60316 -3.39859 -1.30214
H -5.86765 -2.02915 -0.26431
H -6.31715 -4.46140 -0.21595
H -5.70838 -4.59541 -1.77181
H -7.61779 -2.95470 -2.52234
H -8.06828 -3.01535 -0.76692
H -10.40690 -5.54778 -2.05847
H -10.05451 -4.24246 -3.13377
H -10.25834 -3.91918 -1.41065
C 2.64936 -2.35610 -1.27985
O 1.21392 -2.29962 -1.07718
H 2.85041 -2.54986 -2.33348
H 3.07619 -1.37395 -1.07663
H 3.08761 -3.13238 -0.65260
H 0.88980 -1.44160 -1.36066
C -0.48368 -5.18373 -0.66187
O -0.92289 -3.92626 -1.07310
H -1.31104 -5.78833 -0.29034
H 0.08035 -5.63329 -1.47911
H 0.16341 -5.16528 0.21507
H -0.18666 -3.32652 -0.93206
C -2.60985 2.84146 -4.34605
O -1.99606 4.09091 -4.04385
H -3.59455 3.08988 -4.74197
H -1.99246 2.21948 -4.99418
H -2.77215 2.27498 -3.42907
H -1.43813 4.35388 -4.77949
C -0.67766 0.28331 -2.09150
O 0.49543 0.27294 -1.20734
H -0.94814 -0.76079 -2.24896
H -1.52322 0.71972 -1.55983
H -0.45324 0.77593 -3.03757
H 0.65237 1.20887 -1.06242
C -0.42866 -1.32337 -5.25095
O -1.11532 -0.14896 -5.69663
H -0.79033 -1.55413 -4.24893
H -0.68420 -2.20937 -5.83215
H 0.65329 -1.26420 -5.13267
H -2.04484 -0.38693 -5.72750
```

Mulliken atomic charge list, values in e, 99 entries:
1. C -0.9153
2. O -0.3148
3. C -0.6657
4. C -0.5723
5. N 0.1075
6. C -0.5526
7. C -0.6358
8. O -0.3907
9. C -0.6623
10. H 0.4251
11. H 0.3915
12. H 0.2156
13. H 0.3948
14. H 0.4115
15. H 0.3627
16. H 0.4059
17. H 0.3773
18. H 0.3751
19. H 0.3937
20. H 0.4709
21. H 0.4157
22. H 0.2945
23. H 0.3189
24. H 0.2390
25. C -0.4685
26. O -0.4671
27. C -0.3879
28. C -0.0553
29. N -0.3300
30. C -0.2970
31. C -0.6385
32. O -0.3771
33. C -0.4223
34. H 0.2004
35. H 0.0499
36. H 0.3719
37. H 0.3913
38. H 0.1618
39. H -0.3647
40. H 0.5921
41. H 0.2897
42. H 0.1101
43. H 0.5229
44. H 0.1822
45. H 0.4404
46. H 0.3034
47. H -0.0280
48. H 0.3265
49. C -0.6320
50. O -0.4021
51. C -0.1212
52. C -0.8399
53. N -0.2088
54. C -0.7148
55. C -0.4171
56. O -0.3097
57. C -0.6865
58. H 0.3333
59. H 0.2284
60. H 0.2322
61. H 0.3221
62. H 0.0805
63. H 0.2906
64. H 0.4265
65. H 0.2663
66. H 0.3092
67. H 0.3687
68. H 0.3351
69. H 0.2941
70. H 0.2554
71. H 0.2805
72. H 0.2931
73. C -0.7998
74. O -0.5968
75. H 0.2930
76. H 0.2290
77. H 0.2820
78. H 0.2943
79. C -0.7746
80. O -0.3251
81. H 0.2773
82. H 0.2811
83. H 0.2897
84. H 0.4882
85. C -0.3984
86. O -0.5258
87. H 0.3323
88. H 0.1967
89. H 0.0807
90. H 0.3256
91. C 0.2826
92. O -0.0365
93. H 0.0188
94. H -0.0917
95. H 0.0781
96. H -0.2386
97. C -0.5726
98. O -0.4520
99. H 0.1136

| no. | total energy (eV) |
| --- | --- |
| 1 | -172846.8328 |
| 2 | -7916.9017 |
| 3 | -51881.7688 |